Entry 1:
This record from the OMol25 dataset describes one molecule with the formula C6H10O2S2 in a non-equilibrium geometry. The level of theory is the ωB97M-V functional and the def2-TZVPD basis.

Geometry (Å):
1 C 0.317 0.047 -0.101
2 C 1.550 0.273 -0.428
3 C -2.713 -1.445 0.444
4 C -2.161 -0.291 1.253
5 C 2.103 1.681 -0.510
6 C 2.505 -0.831 -0.791
7 O -1.880 0.992 -1.065
8 O -0.895 2.030 0.950
9 S -1.579 -2.850 0.365
10 S -1.206 0.838 0.194
11 H -3.648 -1.813 0.870
12 H -2.895 -1.108 -0.580
13 H -2.948 0.333 1.671
14 H -1.485 -0.612 2.041
15 H 3.085 1.721 -0.044
16 H 2.189 1.954 -1.559
17 H 1.436 2.380 -0.016
18 H 2.146 -1.789 -0.427
19 H 2.583 -0.880 -1.876
20 H 3.495 -0.630 -0.389

* gap between HOMO and LUMO (spin up / spin down): 8.58 / 6.95 eV
* calculated total energy: -1181.31179 hartree
* E_HOMO (spin up / spin down): -9.62 / -9.08 eV
* LUMO energy (spin up / spin down): -0.0380 / -0.0783 hartree
* energy above the lowest of the compared OMol25 structures with the same formula, charge and spin: 102.69 kcal per mole

***

Entry 2:
This record from the OMol25 dataset describes one molecule with the formula C6H10O3 in a non-equilibrium geometry. The level of theory is the ωB97M-V functional and the def2-TZVPD basis.

Geometry (Å):
1 C -2.612 1.487 -1.138
2 C -1.236 1.978 -1.721
3 O -0.135 1.417 -0.954
4 C -0.141 0.118 -0.626
5 O -1.043 -0.757 -0.826
6 C 0.992 -0.147 0.278
7 C 1.263 -1.363 0.967
8 C 2.399 -1.570 1.788
9 O 0.390 -2.415 0.834
10 H -2.470 1.635 0.178
11 H -3.379 2.307 -1.704
12 H -2.829 0.548 -1.441
13 H -0.916 1.641 -2.589
14 H -0.966 2.831 -1.392
15 H 1.663 0.524 0.586
16 H 3.102 -2.451 1.638
17 H 1.975 -1.943 2.765
18 H 3.249 -0.675 1.975
19 H 0.694 -3.163 1.381

* gap between HOMO and LUMO: 9.34 eV
* calculated total energy: -460.18899 hartree
* SMILES: CCOC(=O)/C=C(/C)O
* E_HOMO: -8.72 eV
* LUMO energy: 0.0227 hartree
* energy above the lowest of the compared OMol25 structures with the same formula, charge and spin: 101.29 kcal per mole

***

Entry 3:
This record from the OMol25 dataset describes a 2-piece molecular cluster, C6H10O3S overall in a non-equilibrium geometry. The level of theory is the ωB97M-V functional and the def2-TZVPD basis.

Geometry (Å):
1 C -0.627 1.984 -0.760
2 C -0.947 0.822 -0.295
3 C -2.172 0.577 0.517
4 C 1.067 -0.317 0.681
5 C 0.835 -0.170 -1.805
6 C 0.067 -0.317 -0.485
7 O 0.772 2.499 -4.840
8 O -1.231 1.321 -4.306
9 O -0.566 3.053 -1.271
10 S -0.607 2.630 -4.391
11 H -2.448 -0.554 0.408
12 H -1.996 0.824 1.662
13 H -2.944 1.323 0.237
14 H 0.411 -0.312 1.576
15 H 1.706 0.590 0.470
16 H 1.654 -1.212 0.360
17 H 1.738 -0.822 -1.797
18 H 1.265 0.845 -1.643
19 H 0.414 -0.417 -2.803
20 H -0.661 -1.122 -0.498

* gap between HOMO and LUMO: 7.51 eV
* calculated total energy: -858.43991 hartree
* E_HOMO: -8.58 eV
* LUMO energy: -0.0392 hartree
* energy above the lowest of the compared OMol25 structures with the same formula, charge and spin: 30.78 kcal per mole

***

Entry 4:
This record from the OMol25 dataset describes one molecule with the formula C6H10O4 in a non-equilibrium geometry. The level of theory is the ωB97M-V functional and the def2-TZVPD basis.

Geometry (Å):
1 C 2.023 1.181 0.005
2 C 1.189 -0.071 -0.232
3 O 2.040 -1.210 -0.417
4 O 1.292 -2.450 -0.405
5 C 0.350 0.060 -1.483
6 C -0.949 -0.084 -1.146
7 C -1.073 -0.291 0.354
8 C -1.851 0.836 1.001
9 O -1.554 -1.605 0.540
10 O 0.256 -0.242 0.868
11 H 2.555 1.079 0.927
12 H 1.389 2.039 0.054
13 H 2.715 1.369 -0.840
14 H 0.414 -2.327 -0.019
15 H 0.742 0.199 -2.473
16 H -1.773 -0.022 -1.848
17 H -2.681 1.147 0.383
18 H -1.206 1.699 1.286
19 H -2.297 0.468 1.957
20 H -1.580 -1.776 1.489

* gap between HOMO and LUMO: 10.31 eV
* calculated total energy: -535.46328 hartree
* SMILES: C[C@]1(OO)C=C[C@@](C)(O)O1
* E_HOMO: -9.58 eV
* LUMO energy: 0.0267 hartree
* energy above the lowest of the compared OMol25 structures with the same formula, charge and spin: 83.34 kcal per mole

***

Entry 5:
This record from the OMol25 dataset describes C6H10O4 as an isolated structure in a non-equilibrium geometry. The level of theory is the ωB97M-V functional and the def2-TZVPD basis.

Geometry (Å):
1 C 1.587 -0.330 0.376
2 C 0.612 -1.317 -0.376
3 C -0.890 -0.959 -0.406
4 C -1.285 0.450 -0.491
5 C -0.297 1.116 0.466
6 C 0.997 0.924 -0.179
7 H 3.427 0.403 -0.247
8 H 1.704 -0.458 1.500
9 H 0.755 -2.298 0.221
10 H 0.808 -1.446 -1.483
11 H -1.285 -1.482 -1.284
12 H -0.808 -2.536 0.961
13 H -1.126 0.813 -1.557
14 H -2.986 -0.074 0.413
15 H -0.527 0.829 1.587
16 H 0.961 0.805 -1.335
17 O 2.887 -0.567 -0.216
18 O -1.454 -1.485 0.812
19 O -2.723 0.631 -0.304
20 O 0.631 2.189 0.318

* gap between HOMO and LUMO: 9.99 eV
* calculated total energy: -535.38072 hartree
* E_HOMO: -9.77 eV
* LUMO energy: 0.0079 hartree
* energy above the lowest of the compared OMol25 structures with the same formula, charge and spin: 135.14 kcal per mole

***

Entry 6:
This record from the OMol25 dataset describes one molecule with the formula C6H10O4 in a non-equilibrium geometry. The level of theory is the ωB97M-V functional and the def2-TZVPD basis.

Geometry (Å):
1 O 0.549 -1.685 1.074
2 C -0.020 -1.302 -0.115
3 C 1.000 -0.356 -0.864
4 O 2.251 -0.543 -0.211
5 C 0.349 0.990 -0.649
6 O 0.705 2.280 -0.033
7 C 0.070 1.285 0.768
8 C -1.388 0.779 0.928
9 C -1.399 -0.641 0.148
10 O -2.063 -0.490 -1.066
11 H 1.498 -1.567 0.963
12 H -0.276 -2.104 -0.764
13 H 1.079 -0.606 -1.984
14 H 2.793 0.325 -0.366
15 H -0.519 1.195 -1.306
16 H 0.781 0.912 1.573
17 H -1.689 0.496 1.983
18 H -2.060 1.440 0.463
19 H -1.917 -1.331 0.852
20 H -2.900 0.211 -0.827

* gap between HOMO and LUMO: 10.18 eV
* calculated total energy: -535.43258 hartree
* SMILES: O[C@@H]1[C@H](O)[C@@H]2O[C@H]2C[C@H]1O
* E_HOMO: -9.53 eV
* LUMO energy: 0.0237 hartree
* energy above the lowest of the compared OMol25 structures with the same formula, charge and spin: 102.60 kcal per mole

***

Entry 7:
This record from the OMol25 dataset describes one molecule with the formula C6H10OS in a non-equilibrium geometry. The level of theory is the ωB97M-V functional and the def2-TZVPD basis.

Geometry (Å):
1 C 1.261 0.907 -1.537
2 C -0.090 0.905 -0.914
3 O 0.046 1.168 0.555
4 C 0.519 0.093 1.482
5 C -0.554 -1.138 1.475
6 C -1.574 -0.783 0.364
7 S -1.967 -1.612 -1.103
8 C -0.726 -0.410 -0.802
9 H 1.194 0.570 -2.652
10 H 1.970 0.257 -1.008
11 H 1.679 1.965 -1.781
12 H -0.720 1.820 -1.448
13 H 0.594 0.814 2.291
14 H 1.566 -0.140 1.388
15 H -0.936 -1.326 2.431
16 H -0.028 -2.091 1.100
17 H -2.385 0.049 0.764
18 H 0.151 -1.048 -0.605

* gap between HOMO and LUMO: 9.69 eV
* calculated total energy: -707.89702 hartree
* SMILES: C[C@@H]1OCC[C@@H]2S[C@@H]12
* E_HOMO: -8.72 eV
* LUMO energy: 0.0356 hartree
* energy above the lowest of the compared OMol25 structures with the same formula, charge and spin: 96.18 kcal per mole

***

Entry 8:
This record from the OMol25 dataset describes C6H10OS as an isolated structure in a non-equilibrium geometry. The level of theory is the ωB97M-V functional and the def2-TZVPD basis.

Geometry (Å):
1 C 0.608 -1.866 0.100
2 C 0.579 -0.509 -0.418
3 C -0.773 -0.102 -1.141
4 C -1.244 0.114 0.299
5 C 0.177 0.704 0.466
6 C 0.167 1.891 -0.571
7 H 0.837 -2.605 -0.641
8 H -0.246 -2.142 0.719
9 H 1.406 -1.933 0.793
10 H 1.452 -0.354 -1.001
11 H -1.199 -0.637 -1.966
12 H -2.111 0.820 0.438
13 H -1.445 -0.684 0.916
14 H 0.728 -0.015 2.729
15 H 1.207 2.179 -1.013
16 H -0.454 2.754 -0.224
17 O -0.474 1.216 -1.651
18 S 0.785 1.169 2.165

* gap between HOMO and LUMO: 9.93 eV
* calculated total energy: -707.96433 hartree
* E_HOMO: -9.16 eV
* LUMO energy: 0.0283 hartree
* energy above the lowest of the compared OMol25 structures with the same formula, charge and spin: 53.94 kcal per mole

***

Entry 9:
This record from the OMol25 dataset describes a 2-piece molecular cluster, C6H10OSi overall in a non-equilibrium geometry. The level of theory is the ωB97M-V functional and the def2-TZVPD basis.

Geometry (Å):
1 C -2.273 -2.087 0.625
2 C 0.210 2.803 0.521
3 C 2.630 -0.818 -0.278
4 C -2.268 -1.098 -0.205
5 C 0.028 1.531 0.676
6 C 1.344 -1.037 -0.166
7 O 0.035 0.583 -2.195
8 Si 0.015 0.194 -0.598
9 H -3.144 -2.689 0.891
10 H -1.477 -2.217 1.422
11 H 0.466 3.392 1.420
12 H 0.174 3.238 -0.519
13 H 3.369 -1.661 0.093
14 H 3.046 0.096 -0.669
15 H -3.000 -0.818 -0.876
16 H 0.152 0.940 1.697
17 H 0.915 -1.851 0.393
18 H -0.223 1.499 -2.234

* gap between HOMO and LUMO: 8.62 eV
* calculated total energy: -599.22285 hartree
* E_HOMO: -8.13 eV
* LUMO energy: 0.0178 hartree
* energy above the lowest of the compared OMol25 structures with the same formula, charge and spin: 83.41 kcal per mole

***

Entry 10:
This record from the OMol25 dataset describes one molecule with the formula C6H10OSi2 in a non-equilibrium geometry. The level of theory is the ωB97M-V functional and the def2-TZVPD basis.

Geometry (Å):
1 O 1.764 -2.561 0.280
2 Si 1.810 -0.476 0.136
3 Si 2.372 0.042 -2.131
4 C 0.073 0.041 0.447
5 C -0.977 -0.871 0.860
6 C -2.307 -0.545 0.847
7 C -2.614 0.806 0.624
8 C -1.709 1.747 0.326
9 C -0.414 1.370 0.125
10 H 1.013 -2.944 0.817
11 H 2.619 -0.335 1.405
12 H 3.025 1.365 -2.265
13 H 3.110 -0.820 -2.916
14 H 0.933 0.225 -2.463
15 H -0.557 -1.810 1.245
16 H -2.933 -1.270 1.409
17 H -3.616 1.075 0.850
18 H -1.990 2.790 0.445
19 H 0.400 2.173 -0.041

* gap between HOMO and LUMO: 9.72 eV
* calculated total energy: -888.77538 hartree
* SMILES: O[Si@@H]([SiH3])c1ccccc1
* E_HOMO: -9.41 eV
* LUMO energy: 0.0112 hartree
* energy above the lowest of the compared OMol25 structures with the same formula, charge and spin: 56.07 kcal per mole

***

Question: What is the formula in the third record?
Answer: C6H10O3S